# 1
Density functional theory data (ωB97M-V/def2-TZVPD) for an isolated molecule of C3H8NOP.

relative energy (zero: lowest compared OMol25 entry of this formula, charge and spin)	119.6	kcal/mol
SMILES string	CC1=[P@](C)(N)O1
orbital gap (alpha / beta)	7.11 / 7.18	eV
HOMO (alpha / beta)	-0.26437 / -0.26899	Ha

Geometry (Å):
1 C 0.502 -1.296 -0.222
2 C -0.857 1.704 0.335
3 C -0.793 -2.062 -0.381
4 N 2.106 0.486 -0.085
5 O 0.228 -0.367 0.881
6 P 0.444 0.532 -0.433
7 H -0.829 2.735 -0.129
8 H -0.435 1.527 1.304
9 H -1.918 1.559 0.438
10 H -1.363 -1.451 -1.132
11 H -1.461 -2.120 0.549
12 H -0.545 -3.002 -0.897
13 H 2.343 1.115 0.709
14 H 2.580 0.640 -0.938

Forces on atoms 1 to 3 (eV/Å):
-2.3246 -1.3802 1.1354
1.2893 1.8921 -0.9384
-0.8558 0.2864 -0.3873

# 2
Density functional theory data (ωB97M-V/def2-TZVPD) for a structure of composition C43H39N9O4S4Zr.

charge	+2
relative energy (zero: lowest compared OMol25 entry of this formula, charge and spin)	13.6	kcal/mol
orbital gap	7.71	eV
HOMO	-0.46901	Ha

Geometry (Å):
1 Zr -0.126 0.536 -0.106
2 O -2.004 3.026 6.471
3 C -0.685 2.590 6.247
4 C -0.559 2.128 4.825
5 C 0.656 1.691 4.317
6 C 0.732 1.271 3.009
7 N -0.318 1.262 2.168
8 C -1.493 1.695 2.656
9 C -1.644 2.121 3.968
10 C -2.643 1.705 1.723
11 C -3.873 2.221 2.094
12 C -4.933 2.227 1.196
13 C -6.276 2.757 1.640
14 O -6.781 1.990 2.714
15 C -4.705 1.692 -0.059
16 C -3.455 1.190 -0.361
17 N -2.424 1.195 0.494
18 H -2.086 3.356 7.371
19 H -0.418 1.755 6.907
20 H 0.043 3.392 6.418
21 H 1.551 1.676 4.925
22 H 1.668 0.933 2.603
23 H -2.599 2.450 4.342
24 H -4.029 2.619 3.084
25 H -6.970 2.803 0.797
26 H -6.153 3.771 2.024
27 H -7.168 1.176 2.375
28 H -5.485 1.655 -0.808
29 H -3.262 0.744 -1.321
30 O 1.854 0.455 0.660
31 N 2.645 -0.565 0.560
32 N 2.080 -1.514 -0.042
33 O 0.854 -1.378 -0.462
34 C 2.775 -2.753 -0.291
35 C 2.016 -3.846 -0.667
36 C 2.672 -5.042 -0.919
37 C 4.051 -5.121 -0.793
38 C 4.785 -4.006 -0.408
39 C 4.152 -2.800 -0.150
40 H 0.943 -3.747 -0.740
41 H 2.105 -5.917 -1.207
42 H 4.561 -6.053 -0.994
43 H 5.861 -4.068 -0.312
44 H 4.711 -1.921 0.136
45 S 3.291 2.562 -2.907
46 C 3.410 0.890 -3.334
47 C 4.383 0.281 -4.122
48 C 4.282 -1.076 -4.346
49 C 3.224 -1.806 -3.800
50 C 2.258 -1.200 -3.023
51 C 2.350 0.170 -2.769
52 N 1.468 0.963 -2.011
53 C 1.847 2.215 -2.046
54 C 1.113 3.250 -1.324
55 C 1.291 4.593 -1.656
56 C 0.576 5.563 -0.978
57 C -0.300 5.177 0.026
58 C -0.474 3.832 0.330
59 C 0.211 2.814 -0.345
60 H 5.195 0.854 -4.548
61 H 5.027 -1.575 -4.951
62 H 3.161 -2.872 -3.981
63 H 1.457 -1.781 -2.599
64 H 1.974 4.891 -2.443
65 H 0.702 6.608 -1.226
66 H -0.855 5.928 0.575
67 H -1.177 3.600 1.118
68 C -1.526 -4.377 -1.886
69 N -1.145 -3.235 -2.706
70 C -0.611 -3.304 -3.978
71 C -0.457 -2.046 -4.418
72 N -0.903 -1.192 -3.408
73 C -1.328 -1.950 -2.350
74 S -2.001 -1.498 -0.863
75 C -1.064 0.214 -3.584
76 C -1.018 0.730 -4.872
77 C -1.239 2.083 -5.052
78 C -1.548 2.866 -3.952
79 C -1.563 2.262 -2.713
80 N -1.288 0.964 -2.506
81 H -1.055 -5.263 -2.303
82 H -2.608 -4.496 -1.890
83 H -1.196 -4.211 -0.862
84 H -0.381 -4.244 -4.448
85 H -0.023 -1.694 -5.332
86 H -0.851 0.101 -5.731
87 H -1.199 2.505 -6.047
88 H -1.768 3.920 -4.041
89 H -1.786 2.842 -1.828
90 S -0.878 -1.877 2.273
91 C 0.234 -2.441 3.369
92 N -0.013 -3.276 4.375
93 C 1.137 -3.855 5.063
94 C 2.262 -2.837 4.902
95 S 1.929 -2.023 3.310
96 H -0.943 -3.656 4.468
97 H 1.402 -4.811 4.604
98 H 0.899 -4.020 6.112
99 H 3.237 -3.317 4.874
100 H 2.250 -2.094 5.697

Forces on atoms 1 to 3 (eV/Å):
-0.5593 -0.6248 -0.3794
-0.0156 0.0145 0.0210
0.0053 -0.0048 0.0205

# 3
Density functional theory data (ωB97M-V/def2-TZVPD) for a structure of composition C6H7FO.

relative energy (zero: lowest compared OMol25 entry of this formula, charge and spin)	55.2	kcal/mol
orbital gap	9.33	eV
HOMO	-0.31417	Ha

Geometry (Å):
1 C 1.247 -0.321 -0.358
2 C 0.917 0.648 0.785
3 C 0.424 1.660 -0.293
4 C -0.065 0.345 -0.985
5 C -1.077 -0.104 0.045
6 C -0.428 0.106 1.203
7 H 1.933 -2.001 0.365
8 H 2.118 -0.110 -0.958
9 H 1.642 0.914 1.593
10 H -0.348 2.371 0.009
11 H 1.152 2.228 -0.880
12 H -0.230 0.196 -2.098
13 H -0.633 -0.171 2.212
14 O 1.137 -1.638 -0.120
15 F -2.316 -0.482 -0.184

Forces on atoms 1 to 3 (eV/Å):
-0.8612 1.7089 -0.7457
0.5804 0.9774 0.3752
0.1717 0.4786 -0.6435

# 4
Density functional theory data (ωB97M-V/def2-TZVPD) for a cluster of 15 separate species, C3H38NO15 in total.

charge	+1
relative energy (zero: lowest compared OMol25 entry of this formula, charge and spin)	86.5	kcal/mol
orbital gap	10.81	eV
HOMO	-0.48569	Ha

Geometry (Å):
1 O 0.174 -2.387 1.764
2 C 0.374 -0.969 1.843
3 C -0.408 -0.522 0.503
4 N 0.584 -0.425 -0.549
5 C -0.068 -0.488 -1.989
6 H 0.513 -2.765 2.637
7 H -0.021 -0.401 2.668
8 H 1.388 -0.732 1.844
9 H -1.037 0.436 0.517
10 H -1.191 -1.302 0.347
11 H 1.323 -1.141 -0.309
12 H 1.136 0.366 -0.348
13 H -0.149 0.440 -2.191
14 H -1.070 -1.075 -1.787
15 H 0.612 -1.024 -2.672
16 H 2.463 3.025 -2.683
17 H 1.083 2.445 -2.993
18 O 1.753 2.565 -2.210
19 H 0.857 -3.863 -1.418
20 H 1.163 -4.220 -2.804
21 O 0.646 -3.632 -2.280
22 H -3.586 -0.247 -0.285
23 H -4.969 0.399 -0.870
24 O -3.926 0.480 -0.840
25 H 3.945 -1.157 1.113
26 H 4.275 -1.580 2.548
27 O 4.557 -1.617 1.635
28 H 1.639 3.125 -0.703
29 H 0.557 3.354 0.467
30 O 1.475 3.146 0.341
31 H 1.652 -2.881 0.392
32 H 2.947 -3.728 0.108
33 O 2.147 -3.270 -0.289
34 H -0.843 -3.161 -1.637
35 H -2.188 -3.803 -1.628
36 O -1.681 -3.100 -1.317
37 H -2.670 1.464 2.430
38 H -3.385 2.143 1.051
39 O -2.512 1.751 1.472
40 H -1.944 -2.052 1.886
41 H -3.499 -1.819 2.111
42 O -2.655 -1.373 1.801
43 H -0.399 2.607 4.546
44 H -0.763 3.645 3.416
45 O -0.086 3.107 3.728
46 H -3.234 0.280 -3.092
47 H -3.439 1.637 -2.627
48 O -3.340 1.089 -3.418
49 H 2.374 2.587 3.642
50 H 1.222 2.380 2.753
51 O 2.095 2.010 3.009
52 H 3.996 0.819 0.086
53 H 2.911 1.511 0.984
54 O 3.151 0.664 0.476
55 H -1.744 1.682 -3.776
56 H -1.200 3.195 -3.843
57 O -1.004 2.379 -3.561

Forces on atoms 1 to 3 (eV/Å):
0.8473 -0.5775 2.8311
-2.8942 0.7806 -2.4068
-1.2740 0.7889 2.1295

# 5
Density functional theory data (ωB97M-V/def2-TZVPD) for a structure of composition C21H39Cl3CoN7O3Si.

relative energy (zero: lowest compared OMol25 entry of this formula, charge and spin)	72.1	kcal/mol
multiplicity	5
⟨S²⟩	6.015
orbital gap (alpha / beta)	9.40 / 6.53	eV
HOMO (alpha / beta)	-0.32988 / -0.32947	Ha

Geometry (Å):
1 C 1.461 -1.860 -4.056
2 C 0.887 -0.791 -3.194
3 H 1.563 -1.461 -5.070
4 H 0.795 -2.720 -4.127
5 H 2.426 -2.204 -3.691
6 C 0.197 0.225 -3.773
7 C 0.280 0.659 -5.212
8 H -0.475 0.821 -3.146
9 H -0.294 0.034 -5.914
10 H 1.318 0.720 -5.571
11 H -0.115 1.680 -5.292
12 Co 3.784 -0.885 2.889
13 Cl 3.683 0.753 1.524
14 Cl -1.911 -2.094 0.627
15 C 0.192 1.905 2.316
16 O -0.864 1.260 2.347
17 N 0.343 3.097 2.945
18 C -0.842 3.889 3.192
19 C 1.597 3.815 2.866
20 H 1.081 1.559 1.762
21 H -1.672 3.223 3.456
22 H -1.130 4.483 2.303
23 H -0.636 4.585 4.016
24 H 2.441 3.122 3.000
25 H 1.607 4.575 3.662
26 H 1.710 4.325 1.888
27 H -2.323 -1.120 -3.139
28 H -2.317 1.338 -3.358
29 C -3.094 -1.069 -2.363
30 C -3.130 1.345 -2.627
31 N -3.001 0.225 -1.714
32 H -2.909 -1.857 -1.632
33 C -3.590 0.414 -0.465
34 O -4.195 -0.423 0.182
35 H -3.084 2.282 -2.063
36 H -3.436 1.449 -0.108
37 H -4.076 -1.201 -2.835
38 H -4.080 1.294 -3.184
39 O 0.378 -1.769 -0.861
40 C 1.165 -0.823 -1.659
41 C -0.194 1.153 -0.717
42 C 1.040 0.628 -1.135
43 H -1.010 0.452 -0.500
44 C -0.365 2.551 -0.627
45 H 2.263 -0.980 -1.597
46 C 2.130 1.510 -1.221
47 H -1.377 2.928 -0.428
48 C 0.720 3.416 -0.737
49 C 1.969 2.876 -1.047
50 H 3.119 1.073 -1.446
51 H 0.589 4.481 -0.555
52 H 2.842 3.530 -1.150
53 Si -0.377 -3.385 -0.028
54 Cl 4.343 -2.759 3.403
55 C -1.522 -5.007 -0.118
56 C 0.227 -3.984 1.736
57 C 1.075 -3.737 -1.194
58 H -2.087 -5.181 0.826
59 H -0.977 -5.959 -0.270
60 H -2.310 -5.003 -0.889
61 H 0.760 -3.511 -2.218
62 H 1.399 -4.772 -1.128
63 H 1.920 -3.099 -0.912
64 H -0.468 -3.731 2.558
65 H 1.177 -3.473 1.945
66 H 0.407 -5.085 1.773
67 N 0.047 1.298 5.978
68 N 0.543 0.491 4.948
69 N -0.151 -0.539 4.476
70 C 0.701 -1.042 3.566
71 N 1.874 -0.416 3.600
72 N 1.728 0.663 4.403
73 H 0.692 2.070 6.140
74 H -0.901 1.576 5.769
75 H 0.437 -1.838 2.875

Forces on atoms 1 to 3 (eV/Å):
0.5090 0.2544 -0.3008
-1.1605 0.7588 0.1447
0.1897 -0.2519 0.1007

# 6
Density functional theory data (ωB97M-V/def2-TZVPD) for a cluster of 4 separate species, C8H12N4 in total.

relative energy (zero: lowest compared OMol25 entry of this formula, charge and spin)	69.9	kcal/mol
SMILES string	CC#N.CC#N.CC#N.CC#N
orbital gap	10.85	eV
HOMO	-0.40654	Ha

Geometry (Å):
1 C 1.191 -18.124 20.021
2 C 2.188 -17.130 20.249
3 N 2.997 -16.298 20.442
4 H 0.172 -18.016 20.392
5 H 1.547 -19.117 20.295
6 H 0.977 -18.132 18.952
7 C -2.087 -16.465 16.126
8 C -1.339 -16.369 17.333
9 N -0.743 -16.293 18.273
10 H -1.449 -16.381 15.246
11 H -2.863 -15.700 16.175
12 H -2.391 -17.510 16.064
13 C 0.772 -17.200 14.825
14 C 1.919 -18.022 15.203
15 N 2.753 -18.723 15.506
16 H -0.118 -17.799 14.627
17 H 1.108 -17.008 13.806
18 H 0.670 -16.415 15.574
19 C -3.697 -21.104 16.217
20 C -3.221 -22.379 16.646
21 N -2.859 -23.412 17.074
22 H -3.778 -21.084 15.131
23 H -3.009 -20.320 16.532
24 H -4.638 -20.819 16.688

Forces on atoms 1 to 3 (eV/Å):
-0.9278 -1.3954 -1.1710
2.3138 3.1900 1.2202
-2.1920 -2.3844 -0.6035